# 1
DFT (ωB97M-V with the def2-TZVPD basis set) results for a structure of composition C22H29BrN4O2PtSSe2.

Cartesian coordinates (Å):
Pt (1.428, 1.983, -0.931)
C (1.903, 2.107, 3.133)
O (1.350, 1.307, 2.091)
C (0.599, 0.229, 2.463)
C (0.330, -0.098, 3.779)
C (-0.451, -1.217, 4.063)
Br (-0.814, -1.649, 5.850)
C (-0.945, -2.005, 3.050)
C (-0.671, -1.678, 1.717)
C (0.093, -0.551, 1.416)
O (0.370, -0.194, 0.127)
C (-1.175, -2.501, 0.609)
N (-0.948, -2.199, -0.652)
C (-1.578, -3.193, -1.402)
C (-1.657, -3.369, -2.782)
C (-2.358, -4.463, -3.244)
C (-2.972, -5.368, -2.358)
C (-2.901, -5.204, -0.990)
C (-2.189, -4.097, -0.539)
N (-1.917, -3.627, 0.742)
H (1.123, 2.518, 3.778)
H (2.419, 2.927, 2.640)
H (2.607, 1.534, 3.737)
H (0.724, 0.491, 4.594)
H (-1.537, -2.875, 3.300)
H (-0.066, -0.909, -0.449)
H (-1.182, -2.675, -3.463)
H (-2.438, -4.637, -4.309)
H (-3.512, -6.213, -2.761)
H (-3.373, -5.903, -0.313)
H (-2.192, -4.066, 1.604)
C (2.509, 1.793, -4.142)
Se (1.968, 0.574, -2.745)
C (3.695, -0.182, -2.236)
C (4.620, 0.904, -1.765)
Se (3.737, 1.906, -0.333)
C (4.368, 3.670, -0.837)
H (2.752, 1.188, -5.013)
H (3.353, 2.400, -3.833)
H (1.651, 2.428, -4.350)
H (4.113, -0.748, -3.068)
H (3.432, -0.883, -1.444)
H (4.882, 1.622, -2.537)
H (5.544, 0.484, -1.367)
H (5.452, 3.616, -0.926)
H (4.098, 4.344, -0.029)
H (3.901, 3.976, -1.767)
S (0.012, 3.672, -0.291)
C (-1.359, 2.713, 0.302)
N (-2.243, 2.254, -0.567)
C (-3.504, 1.610, -0.166)
C (-3.282, 0.877, 1.143)
C (-2.672, 1.802, 2.181)
N (-1.521, 2.508, 1.591)
H (-2.117, 2.548, -1.522)
H (-3.786, 0.921, -0.959)
H (-4.283, 2.370, -0.079)
H (-2.623, 0.026, 0.972)
H (-4.233, 0.496, 1.514)
H (-2.307, 1.242, 3.039)
H (-3.392, 2.542, 2.534)
H (-0.833, 2.922, 2.200)

Calculated values
charge: +2
E_HOMO: -12.87 eV
energy relative to the best compared isomer or geometry (same formula, charge and spin): 40.6 kJ/mol
spin multiplicity: 1

# 2
DFT (ωB97M-V with the def2-TZVPD basis set) results for a cluster of 6 separate species, C22H29F5NO16 in total.

Cartesian coordinates (Å):
C (1.271, 1.748, -2.981)
C (2.211, 2.899, -2.226)
O (2.392, 3.974, -3.257)
C (1.461, 3.551, -0.924)
C (2.253, 3.385, 0.499)
C (1.113, 2.968, 1.603)
C (1.006, 1.366, 1.153)
N (2.276, 0.970, 0.713)
C (3.264, 2.121, 0.753)
H (1.498, 0.659, -2.567)
H (1.430, 1.748, -4.163)
H (0.142, 2.059, -2.807)
H (3.258, 2.422, -2.019)
H (2.784, 3.549, -4.092)
H (0.328, 3.188, -0.849)
H (1.388, 4.724, -1.131)
H (2.887, 4.359, 0.655)
H (0.034, 3.417, 1.541)
H (1.668, 3.051, 2.654)
H (0.070, 0.651, 1.179)
H (2.508, -0.007, 0.387)
H (4.249, 2.044, 0.115)
H (3.597, 2.172, 1.895)
C (-2.444, -1.891, -2.237)
C (-1.087, -1.403, -1.858)
O (-1.354, -0.240, -1.108)
C (-2.572, -0.456, -0.539)
O (-3.018, 0.195, 0.391)
O (-3.231, -1.498, -1.131)
F (-0.378, -1.051, -2.954)
H (-2.828, -1.413, -3.145)
H (-2.473, -2.976, -2.373)
H (-0.510, -2.109, -1.251)
C (6.756, -0.145, 0.454)
C (5.779, -0.624, -0.565)
O (6.186, -1.950, -0.815)
C (6.758, -2.370, 0.349)
O (6.983, -3.538, 0.618)
O (7.042, -1.323, 1.181)
F (5.895, 0.080, -1.713)
H (7.679, 0.239, 0.007)
H (6.334, 0.625, 1.105)
H (4.737, -0.616, -0.227)
C (0.660, 1.034, -8.516)
C (1.436, 1.379, -7.291)
O (0.438, 1.724, -6.356)
C (-0.655, 0.995, -6.719)
O (-1.624, 0.812, -6.001)
O (-0.529, 0.488, -7.983)
F (2.215, 2.463, -7.502)
H (0.417, 1.912, -9.124)
H (1.179, 0.305, -9.145)
H (2.041, 0.555, -6.896)
C (-4.744, -0.616, 2.924)
C (-5.140, -2.048, 2.813)
O (-6.240, -2.155, 3.686)
C (-6.815, -0.920, 3.685)
O (-7.939, -0.687, 4.099)
O (-5.982, 0.027, 3.156)
F (-4.156, -2.857, 3.266)
H (-4.073, -0.426, 3.768)
H (-4.274, -0.242, 2.011)
H (-5.439, -2.354, 1.804)
C (-4.714, -3.767, 7.451)
C (-3.922, -2.702, 6.773)
O (-2.753, -2.611, 7.556)
C (-2.578, -3.858, 8.078)
O (-1.538, -4.249, 8.581)
O (-3.708, -4.620, 7.961)
F (-4.564, -1.514, 6.828)
H (-5.318, -3.383, 8.280)
H (-5.368, -4.303, 6.759)
H (-3.653, -2.934, 5.737)

Calculated values
charge: +1
E_HOMO: -12.63 eV
energy relative to the best compared isomer or geometry (same formula, charge and spin): 456.0 kJ/mol
spin multiplicity: 1

# 3
DFT (ωB97M-V with the def2-TZVPD basis set) results for an isolated molecule of C22H29FN2O2.

Cartesian coordinates (Å):
C (4.807, 4.693, -1.319)
O (3.673, 3.929, -0.985)
C (3.484, 3.578, 0.316)
C (4.341, 3.905, 1.361)
C (4.043, 3.491, 2.648)
C (2.899, 2.756, 2.883)
F (2.633, 2.361, 4.153)
C (2.022, 2.414, 1.860)
C (0.768, 1.628, 2.128)
N (0.500, 0.683, 1.059)
C (1.471, -0.396, 1.036)
C (1.211, -1.267, -0.196)
N (-0.130, -1.812, -0.229)
C (-0.357, -2.975, 0.609)
C (-0.996, -4.111, -0.216)
C (-2.343, -3.710, -0.739)
C (-2.486, -3.233, -2.036)
C (-3.720, -2.813, -2.501)
C (-4.829, -2.867, -1.675)
C (-4.699, -3.346, -0.382)
C (-3.464, -3.765, 0.080)
C (-1.123, -0.758, -0.085)
C (-1.196, 0.073, -1.371)
C (-2.585, 0.655, -1.606)
O (-2.564, 1.369, -2.825)
C (-0.839, 0.134, 1.137)
C (2.332, 2.838, 0.580)
H (4.744, 4.858, -2.393)
H (5.735, 4.158, -1.090)
H (4.808, 5.659, -0.804)
H (5.239, 4.477, 1.194)
H (4.696, 3.734, 3.471)
H (0.844, 1.130, 3.111)
H (-0.075, 2.327, 2.175)
H (1.406, -1.012, 1.954)
H (2.473, 0.034, 0.981)
H (1.342, -0.651, -1.089)
H (1.930, -2.087, -0.237)
H (-1.008, -2.748, 1.463)
H (0.595, -3.337, 1.007)
H (-1.088, -4.992, 0.423)
H (-0.331, -4.346, -1.047)
H (-1.621, -3.185, -2.680)
H (-3.815, -2.442, -3.511)
H (-5.794, -2.540, -2.036)
H (-5.562, -3.395, 0.267)
H (-3.368, -4.139, 1.090)
H (-2.094, -1.244, 0.062)
H (-0.475, 0.888, -1.334)
H (-0.952, -0.568, -2.218)
H (-3.322, -0.161, -1.651)
H (-2.863, 1.324, -0.779)
H (-3.443, 1.721, -2.998)
H (-0.976, -0.458, 2.063)
H (-1.556, 0.957, 1.157)
H (1.674, 2.583, -0.235)

Calculated values
SMILES: COc1ccc(F)c(CN2CCN(CCc3ccccc3)[C@H](CCO)C2)c1
charge: 0
E_HOMO: -8.02 eV
energy relative to the best compared isomer or geometry (same formula, charge and spin): 104.1 kJ/mol
spin multiplicity: 1

# 4
DFT (ωB97M-V with the def2-TZVPD basis set) results for a structure of composition C22H29FeN9O2S3Sb.

Cartesian coordinates (Å):
Fe (1.024, -0.840, -0.525)
C (-0.736, -3.328, -1.585)
N (-0.729, -2.453, -0.412)
C (-1.974, -1.723, -0.229)
C (-1.909, -0.518, -1.118)
N (-0.774, -0.052, -1.546)
C (-1.072, 1.090, -2.286)
C (-0.228, 1.969, -2.958)
C (-0.815, 3.026, -3.627)
C (-2.208, 3.208, -3.632)
C (-3.055, 2.337, -2.971)
C (-2.454, 1.276, -2.302)
N (-2.965, 0.224, -1.542)
C (0.612, -3.292, -2.228)
N (1.232, -2.169, -2.484)
C (2.461, -2.551, -3.041)
C (3.520, -1.775, -3.507)
C (4.633, -2.436, -3.990)
C (4.700, -3.840, -4.022)
C (3.648, -4.621, -3.589)
C (2.531, -3.942, -3.112)
N (1.325, -4.383, -2.584)
H (-1.448, -2.918, -2.301)
H (-1.040, -4.353, -1.365)
H (-0.443, -2.923, 0.436)
H (-2.044, -1.407, 0.813)
H (-2.863, -2.317, -0.459)
H (0.846, 1.816, -2.956)
H (-0.192, 3.726, -4.171)
H (-2.629, 4.050, -4.167)
H (-4.129, 2.478, -2.978)
H (-3.935, 0.028, -1.372)
H (3.469, -0.695, -3.474)
H (5.476, -1.864, -4.359)
H (5.596, -4.318, -4.398)
H (3.694, -5.702, -3.619)
H (1.061, -5.340, -2.422)
N (0.879, 1.381, 0.425)
C (0.185, 1.449, 1.714)
C (1.079, 2.185, 2.736)
C (0.689, 2.365, 4.213)
C (-0.632, 3.078, 4.496)
N (-1.721, 2.132, 4.323)
C (-2.973, 2.344, 4.618)
N (-3.877, 1.366, 4.391)
N (-3.390, 3.509, 5.137)
C (-0.216, 0.021, 2.117)
O (-1.046, -0.119, 3.054)
O (0.263, -0.927, 1.456)
H (1.879, 1.280, 0.587)
H (0.761, 2.233, -0.113)
H (-0.755, 1.986, 1.565)
H (1.260, 3.178, 2.316)
H (2.042, 1.664, 2.721)
H (1.481, 2.955, 4.674)
H (0.676, 1.400, 4.726)
H (-0.753, 3.939, 3.829)
H (-0.633, 3.443, 5.526)
H (-1.459, 1.188, 3.920)
H (-3.518, 0.456, 4.142)
H (-4.786, 1.405, 4.817)
H (-2.746, 4.272, 5.244)
H (-4.362, 3.684, 5.313)
S (3.274, -2.388, 2.165)
Sb (4.433, -1.894, 0.061)
S (2.354, -3.149, 0.446)
S (3.427, 0.098, -0.538)

Calculated values
charge: +1
E_HOMO (alpha / beta): -9.39 / -9.54 eV
energy relative to the best compared isomer or geometry (same formula, charge and spin): 0.0 kJ/mol
spin multiplicity: 5

# 5
DFT (ωB97M-V with the def2-TZVPD basis set) results for a structure of composition C22H29GeN6O6PtS.

Cartesian coordinates (Å):
Pt (0.557, -0.723, -0.363)
N (-2.462, 2.341, -0.220)
C (-1.295, 1.694, -0.247)
S (-0.991, 0.637, -1.626)
N (-0.414, 1.945, 0.702)
N (0.709, 1.234, 0.492)
C (1.890, 1.666, 0.710)
C (2.974, 0.813, 0.214)
C (4.310, 1.126, 0.395)
C (5.279, 0.326, -0.188)
C (4.886, -0.763, -0.950)
C (3.537, -1.027, -1.087)
N (2.600, -0.265, -0.518)
H (-3.185, 2.114, -0.878)
H (-2.635, 3.028, 0.495)
H (2.071, 2.648, 1.131)
H (4.577, 1.986, 0.992)
H (6.327, 0.555, -0.055)
H (5.608, -1.404, -1.436)
H (3.182, -1.867, -1.669)
O (-3.029, -1.619, 1.619)
C (-1.850, -1.760, 1.563)
O (-1.219, -1.836, 0.334)
C (-0.994, -1.953, 2.779)
C (0.259, -1.382, 2.921)
C (1.000, -1.641, 4.058)
C (0.538, -2.440, 5.082)
C (-0.723, -2.983, 4.917)
C (-1.504, -2.751, 3.803)
N (-1.254, -3.861, 5.987)
O (-2.370, -4.301, 5.831)
O (-0.531, -4.066, 6.935)
N (2.347, -1.050, 4.148)
O (2.934, -1.152, 5.197)
O (2.789, -0.521, 3.140)
H (0.689, -0.730, 2.177)
H (1.124, -2.642, 5.966)
H (-2.490, -3.189, 3.729)
C (1.734, -5.539, -2.677)
C (0.321, -5.827, -2.184)
C (-0.715, -4.794, -2.622)
C (-0.455, -3.387, -2.065)
Ge (-0.374, -3.449, -0.114)
C (1.412, -3.583, 0.699)
C (1.468, -4.686, 1.761)
C (2.880, -4.914, 2.298)
C (3.818, -5.555, 1.282)
H (2.424, -6.326, -2.374)
H (2.124, -4.595, -2.288)
H (1.758, -5.474, -3.766)
H (0.319, -5.917, -1.087)
H (0.010, -6.811, -2.541)
H (-1.710, -5.122, -2.311)
H (-0.732, -4.743, -3.714)
H (-1.240, -2.689, -2.358)
H (0.493, -2.991, -2.438)
H (-1.326, -4.452, 0.562)
H (1.736, -2.639, 1.148)
H (2.098, -3.785, -0.126)
H (1.074, -5.623, 1.353)
H (0.800, -4.421, 2.586)
H (2.818, -5.550, 3.184)
H (3.296, -3.958, 2.634)
H (3.433, -6.524, 0.957)
H (4.806, -5.718, 1.711)
H (3.947, -4.933, 0.394)

Calculated values
charge: +1
E_HOMO (alpha / beta): -11.45 / -11.58 eV
energy relative to the best compared isomer or geometry (same formula, charge and spin): 152.8 kJ/mol
spin multiplicity: 3

# 6
DFT (ωB97M-V with the def2-TZVPD basis set) results for a structure of composition C22H29IrN6O2S.

Cartesian coordinates (Å):
Ir (0.658, 0.751, 0.794)
C (3.356, 2.489, -0.004)
O (1.924, 2.373, 0.098)
C (1.159, 3.438, -0.388)
C (1.712, 4.628, -0.825)
C (0.858, 5.620, -1.284)
C (-0.515, 5.417, -1.313)
C (-1.053, 4.220, -0.877)
C (-0.206, 3.220, -0.418)
N (-0.662, 1.952, 0.074)
N (-1.921, 1.724, -0.153)
C (-2.561, 0.712, 0.412)
C (-1.999, -0.149, 1.426)
O (-0.778, -0.001, 1.864)
C (-2.806, -1.131, 2.045)
C (-4.095, -1.291, 1.646)
C (-4.704, -0.487, 0.634)
C (-6.048, -0.687, 0.282)
C (-6.641, 0.120, -0.659)
C (-5.898, 1.140, -1.265)
C (-4.574, 1.345, -0.937)
C (-3.959, 0.533, 0.018)
H (3.706, 3.300, 0.633)
H (3.640, 2.661, -1.040)
H (3.768, 1.543, 0.332)
H (2.778, 4.798, -0.811)
H (1.276, 6.561, -1.613)
H (-1.171, 6.195, -1.676)
H (-2.119, 4.050, -0.885)
H (-2.377, -1.729, 2.836)
H (-4.700, -2.059, 2.113)
H (-6.609, -1.480, 0.760)
H (-7.678, -0.027, -0.927)
H (-6.368, 1.775, -2.004)
H (-4.010, 2.130, -1.419)
N (3.188, -0.990, 1.609)
N (2.180, -0.059, 2.056)
H (3.812, -1.196, 2.385)
H (3.729, -0.535, 0.884)
H (2.610, 0.766, 2.478)
H (1.680, -0.535, 2.806)
C (3.494, -1.811, -2.255)
N (2.696, -2.684, -1.389)
C (2.865, -4.110, -1.702)
C (1.762, -2.252, -0.548)
S (1.049, -0.689, -0.915)
N (1.315, -3.055, 0.416)
C (-0.002, -2.917, 1.021)
C (2.195, -4.002, 1.105)
H (4.513, -2.194, -2.271)
H (3.487, -0.792, -1.885)
H (3.096, -1.823, -3.269)
H (3.010, -4.193, -2.778)
H (1.968, -4.661, -1.434)
H (3.733, -4.536, -1.201)
H (-0.685, -2.430, 0.331)
H (0.052, -2.348, 1.946)
H (-0.372, -3.917, 1.241)
H (3.233, -3.760, 0.898)
H (1.988, -5.034, 0.826)
H (2.020, -3.896, 2.175)

Calculated values
charge: +2
E_HOMO: -13.27 eV
energy relative to the best compared isomer or geometry (same formula, charge and spin): 64.4 kJ/mol
spin multiplicity: 1

# 7
DFT (ωB97M-V with the def2-TZVPD basis set) results for an isolated molecule of C22H29N3O3.

Cartesian coordinates (Å):
C (-6.600, -1.316, -0.687)
N (-5.401, -0.578, -0.350)
C (-5.445, 0.803, -0.535)
O (-6.455, 1.338, -0.963)
C (-4.243, 1.528, -0.208)
C (-3.126, 0.918, 0.252)
O (-1.953, 1.528, 0.533)
C (-1.870, 2.936, 0.418)
C (-0.431, 3.353, 0.748)
O (-0.200, 4.066, 1.705)
N (0.530, 2.917, -0.086)
C (0.385, 2.028, -1.214)
C (1.041, 0.682, -0.896)
N (2.440, 0.897, -0.585)
C (3.240, -0.321, -0.573)
C (4.729, -0.001, -0.732)
C (5.521, -1.291, -0.922)
C (5.317, -2.221, 0.270)
C (3.835, -2.523, 0.467)
C (3.042, -1.232, 0.648)
C (2.556, 1.754, 0.580)
C (1.923, 3.110, 0.264)
C (-3.131, -0.510, 0.459)
C (-2.019, -1.178, 0.980)
C (-2.036, -2.540, 1.165)
C (-3.180, -3.258, 0.831)
C (-4.293, -2.620, 0.330)
C (-4.299, -1.231, 0.136)
H (-6.399, -2.043, -1.475)
H (-7.003, -1.823, 0.191)
H (-7.326, -0.587, -1.046)
H (-4.306, 2.593, -0.364)
H (-2.143, 3.272, -0.591)
H (-2.529, 3.420, 1.147)
H (-0.660, 1.875, -1.472)
H (0.902, 2.480, -2.067)
H (0.964, 0.029, -1.768)
H (0.489, 0.217, -0.062)
H (2.931, -0.881, -1.465)
H (4.863, 0.661, -1.589)
H (5.101, 0.513, 0.155)
H (6.582, -1.060, -1.036)
H (5.189, -1.792, -1.835)
H (5.867, -3.152, 0.115)
H (5.711, -1.746, 1.171)
H (3.699, -3.165, 1.340)
H (3.455, -3.061, -0.405)
H (3.387, -0.719, 1.548)
H (1.982, -1.464, 0.772)
H (3.609, 1.899, 0.819)
H (2.045, 1.330, 1.461)
H (1.967, 3.772, 1.129)
H (2.440, 3.570, -0.583)
H (-1.153, -0.593, 1.246)
H (-1.175, -3.049, 1.569)
H (-3.202, -4.328, 0.971)
H (-5.165, -3.205, 0.091)

Calculated values
SMILES: Cn1c(=O)cc(OCC(=O)N2CCN(C3CCCCC3)CC2)c2ccccc21
charge: 0
E_HOMO: -8.48 eV
energy relative to the best compared isomer or geometry (same formula, charge and spin): 49.9 kJ/mol
spin multiplicity: 1

# 8
DFT (ωB97M-V with the def2-TZVPD basis set) results for a cluster of 3 separate species, C22H29N3O3S in total.

Cartesian coordinates (Å):
C (1.322, -3.136, 0.477)
C (1.257, -2.207, -0.727)
C (1.819, -2.512, -1.948)
C (1.748, -1.639, -3.004)
C (1.077, -0.447, -2.835)
C (0.505, -0.137, -1.629)
C (-0.279, 1.150, -1.396)
O (-1.576, 0.760, -0.892)
S (-1.911, 1.507, 0.539)
O (-3.044, 2.358, 0.292)
O (-2.474, 0.292, 1.493)
C (-2.906, -0.903, 0.804)
C (-4.178, -0.726, -0.038)
C (-4.262, -1.884, -1.072)
C (-5.439, -1.556, -2.020)
N (-6.023, -2.765, -2.625)
C (0.594, -1.011, -0.562)
H (1.703, -2.561, 1.337)
H (0.296, -3.425, 0.735)
H (1.913, -4.030, 0.272)
H (2.322, -3.469, -2.076)
H (2.214, -1.894, -3.951)
H (0.994, 0.231, -3.682)
H (-0.380, 1.729, -2.319)
H (0.276, 1.745, -0.656)
H (-3.169, -1.615, 1.597)
H (-2.108, -1.387, 0.232)
H (-5.069, -0.830, 0.588)
H (-4.181, 0.203, -0.613)
H (-4.429, -2.843, -0.570)
H (-3.338, -1.902, -1.663)
H (-5.120, -0.822, -2.775)
H (-6.199, -1.071, -1.394)
H (-6.946, -2.509, -2.964)
H (-5.491, -3.042, -3.444)
H (0.131, -0.727, 0.381)
N (2.766, -2.213, 3.775)
C (2.302, -2.253, 5.024)
C (2.388, -1.194, 5.914)
C (2.994, -0.025, 5.484)
C (3.485, 0.038, 4.191)
C (3.345, -1.078, 3.381)
H (1.838, -3.189, 5.318)
H (1.991, -1.283, 6.915)
H (3.082, 0.826, 6.148)
H (3.966, 0.932, 3.817)
H (3.711, -1.073, 2.359)
N (1.765, 4.046, -0.264)
C (1.155, 4.500, -1.359)
C (1.821, 5.064, -2.436)
C (3.200, 5.167, -2.371)
C (3.854, 4.703, -1.242)
C (3.093, 4.152, -0.222)
H (0.074, 4.401, -1.361)
H (1.272, 5.412, -3.300)
H (3.759, 5.602, -3.191)
H (4.930, 4.765, -1.152)
H (3.562, 3.773, 0.679)

Calculated values
charge: 0
E_HOMO: -9.12 eV
energy relative to the best compared isomer or geometry (same formula, charge and spin): 448.2 kJ/mol
spin multiplicity: 1

Values of max |F|, in order: 0.0114; 0.0802; 0.0093; 0.0118; 0.0200; 0.0325; 0.0135; 0.0316, all in hartree/bohr.